Here is C15H15GaN as an isolated structure in a non-equilibrium geometry from the Open Molecules 2025 dataset. Energies are from wB97M-V/def2-TZVPD.

Output
Charge   -1
HOMO energy   -1.62 eV
Energy   -69659.8318 eV
Maximum force   0.0732 Eh/bohr
Kohn-Sham gap   4.73 eV

Atoms and positions in Å:
C: -0.92600 1.25728 -4.05505
C: 0.43209 1.04131 -4.32274
C: 1.21448 1.68052 -3.28630
C: 0.24288 2.27625 -2.34814
C: -1.04779 2.00820 -2.86060
Ga: 1.30159 0.28707 -1.60060
N: -0.76353 -1.18619 -1.00814
C: -0.33682 -2.45286 -1.65019
C: 0.86747 -2.01364 -2.40469
H: 2.24368 2.05073 -3.43110
H: 0.84253 0.56087 -5.21411
H: 0.48840 2.98902 -1.55454
H: -1.98814 2.39182 -2.45336
H: -1.75595 0.95530 -4.69090
H: 0.75003 -1.75380 -3.47363
H: -1.12623 -2.90121 -2.32562
H: -1.68977 -0.93874 -1.39842
H: 1.86622 -2.27025 -2.00450
H: -0.13762 -3.17305 -0.85732
C: -0.49528 -0.74197 0.24407
C: -0.17808 -0.40746 1.40227
C: -0.07359 -0.15163 2.82168
C: -1.10854 0.49902 3.54913
C: -1.05004 0.62477 4.93714
C: 0.06048 0.12388 5.66332
C: 1.12740 -0.47817 4.94611
C: 1.07078 -0.59581 3.56032
H: -1.95655 0.89404 3.01378
H: -1.86669 1.10406 5.49387
H: 0.10680 0.21176 6.78164
H: 1.99799 -0.84401 5.50334
H: 1.88777 -1.04712 3.02328

Löwdin atomic charge list, values in e, 2 entries:
1. C -0.1835
2. C -0.1825

Here is C6H17BOP2SV as an isolated structure from the Open Molecules 2025 dataset. Energies are from wB97M-V/def2-TZVPD.

Output
Charge   +2
2S+1   2
HOMO energy (spin up / spin down)   -15.34 / -15.34 eV
Energy   -64301.0310 eV
Maximum force   0.0191 Eh/bohr
Kohn-Sham gap (spin up / spin down)   4.96 / 5.37 eV

Atoms and positions in Å:
C: -3.98282 0.46028 -0.15695
C: -3.47402 -0.98039 -0.08086
B: -1.95189 -1.19381 -0.02380
O: -1.36734 -2.38345 -0.38499
P: -0.70539 0.09938 0.77175
C: 0.94192 -0.49759 0.13459
C: 2.21814 0.33893 0.53285
C: 3.11607 0.52290 -0.70694
C: 2.96129 -0.23163 1.74456
P: -0.67242 1.91626 -0.46980
S: -0.00442 1.58273 -2.27244
H: -3.48173 1.00370 -0.95873
H: -3.82574 0.99793 0.77838
H: -5.04178 0.48325 -0.39213
H: -3.80315 -1.54408 -0.95775
H: -3.92736 -1.49544 0.77383
H: -0.89629 -2.36278 -1.22293
H: 0.86043 -0.46521 -0.98994
H: 0.98246 -1.56574 0.45456
H: 1.86485 1.33802 0.77329
H: 4.10473 0.89690 -0.45952
H: 2.60570 1.17782 -1.41256
H: 3.26428 -0.39681 -1.34038
H: 3.89137 0.30734 1.89655
H: 3.17615 -1.32170 1.71253
H: 2.34192 -0.09157 2.62856
H: -1.95348 2.43596 -0.30431
H: 0.11801 2.78851 0.28797
V: 2.64054 -1.81971 -0.35542

Löwdin atomic charge list, values in e, 2 entries:
1. C -0.1202
2. C -0.1771

Here is a 4-piece molecular cluster, H10NO3 overall in a non-equilibrium geometry from the Open Molecules 2025 dataset. Energies are from wB97M-V/def2-TZVPD.

Output
Charge   +1
HOMO energy   -13.76 eV
Energy   -7788.3695 eV
Energy relative to the best compared isomer or geometry (same formula, charge and spin)   1.309 eV
Maximum force   0.0758 Eh/bohr
Kohn-Sham gap   10.22 eV

Atoms and positions in Å:
N: -0.32327 -0.09716 1.58940
H: -0.72449 0.85975 1.57387
H: 0.04424 -0.18483 2.56167
H: -1.07012 -0.83831 1.29008
H: 0.41813 -0.00004 0.97653
H: -0.16703 1.54212 -5.05761
H: -0.25894 2.81652 -4.19157
O: -0.26506 1.85684 -4.12879
H: 3.38548 0.12957 0.73675
H: 2.84705 0.86200 2.00371
O: 2.55420 0.54731 1.06121
H: -1.68185 -2.49538 -0.08928
H: -2.80633 -2.78717 0.83428
O: -1.95200 -2.21120 0.83977

Löwdin atomic charge list, values in e, 2 entries:
1. N 0.2900
2. H 0.1647

Which value of charge does entry 2 give? +2

Among the records above, which one has the lowest maximum force? C6H17BOP2SV